Record 1
80
Properties=species:S:1:pos:R:3:lowdin_spin:R:1 method="wB97M-V/def2-TZVPD" total_charge=0 spin_multiplicity=2 s2=0.869 homo_ev="-7.1 / -7.1" gap_ev="5.983 / 3.951"
Ru -0.101 0.067 0.011 -0.0352
C -6.471 -3.839 -1.778 -0.0011
C -5.190 -4.334 -1.977 0.0013
C -4.089 -3.574 -1.617 -0.0018
C -4.256 -2.303 -1.068 -0.0047
C -5.543 -1.816 -0.865 -0.0024
C -6.645 -2.584 -1.214 0.0014
C -3.045 -1.509 -0.716 -0.0147
C -2.281 -1.984 0.374 0.1257
C -2.719 -2.996 1.302 0.0261
C -1.666 -3.269 2.109 0.0658
C -0.586 -2.416 1.682 0.0801
N -0.992 -1.631 0.641 -0.0182
C 0.702 -2.413 2.235 -0.0138
C 1.663 -1.438 1.982 0.0851
C 2.964 -1.367 2.629 0.0383
C 3.513 -0.190 2.286 0.0323
C 2.572 0.471 1.396 0.0939
C 2.745 1.737 0.857 -0.0167
C 3.952 2.512 1.264 -0.0051
C 3.946 3.256 2.439 -0.0020
C 5.074 3.975 2.810 0.0015
C 6.208 3.952 2.013 -0.0003
C 6.218 3.208 0.841 0.0014
C 5.092 2.492 0.465 -0.0016
C 1.889 2.331 -0.087 0.1046
N 0.858 1.688 -0.710 -0.0153
C 0.400 2.541 -1.669 0.1284
C -0.649 2.266 -2.568 -0.0191
C -0.713 3.122 -3.784 -0.0055
C -1.722 4.054 -4.004 -0.0026
C -1.731 4.818 -5.163 0.0015
C -0.740 4.651 -6.118 -0.0010
C 0.277 3.730 -5.903 0.0012
C 0.294 2.978 -4.740 -0.0019
C -1.575 1.242 -2.396 0.1174
C -2.745 1.026 -3.233 0.0362
C -3.435 0.008 -2.691 0.0532
C -2.690 -0.440 -1.524 0.0940
N -1.568 0.329 -1.379 -0.0239
C 1.145 3.775 -1.633 0.0354
C 2.055 3.653 -0.638 0.0645
N 1.479 -0.333 1.206 -0.0207
C 1.039 -3.520 3.172 -0.0043
C 0.993 -3.344 4.551 -0.0018
C 1.300 -4.400 5.397 0.0015
C 1.656 -5.634 4.872 -0.0003
C 1.707 -5.813 3.498 0.0013
C 1.395 -4.761 2.649 -0.0013
H -7.334 -4.430 -2.058 -0.0001
H -5.048 -5.315 -2.413 0.0001
H -3.086 -3.957 -1.762 0.0001
H -5.672 -0.838 -0.416 -0.0001
H -7.643 -2.199 -1.041 0.0001
H -3.710 -3.418 1.346 -0.0005
H -1.623 -3.962 2.934 0.0023
H 3.367 -2.122 3.284 0.0010
H 4.458 0.224 2.598 0.0003
H 3.052 3.263 3.054 -0.0001
H 5.062 4.556 3.723 0.0001
H 7.084 4.521 2.299 -0.0001
H 7.102 3.189 0.215 0.0000
H 5.086 1.909 -0.448 -0.0002
H -2.490 4.189 -3.252 0.0000
H -2.513 5.550 -5.317 0.0001
H -0.755 5.240 -7.025 -0.0001
H 1.056 3.599 -6.642 0.0001
H 1.089 2.263 -4.561 0.0000
H -3.002 1.612 -4.100 0.0002
H -4.367 -0.418 -3.024 0.0015
H 0.969 4.630 -2.266 -0.0001
H 2.759 4.388 -0.286 0.0020
H 0.710 -2.377 4.952 -0.0001
H 1.254 -4.260 6.470 0.0001
H 1.885 -6.459 5.534 -0.0001
H 1.983 -6.775 3.084 0.0001
H 1.427 -4.890 1.574 -0.0003
Se 0.351 1.673 4.141 0.0129
C -0.451 1.410 2.614 0.0006
N -0.986 1.228 1.581 0.0039

***

Record 2
88
Properties=species:S:1:pos:R:3:lowdin_spin:R:1 method="wB97M-V/def2-TZVPD" total_charge=+1 spin_multiplicity=5 s2=6.088 homo_ev="-10.3 / -11.0" relative_energy_kj_mol=23.0 gap_ev="6.861 / 4.318"
Ir 0.306 -0.456 -0.306 1.3132
O -1.261 -1.516 -0.415 0.2028
C -2.020 -2.079 0.653 0.0110
C -2.099 -1.038 1.764 0.0015
C -0.805 -0.769 2.479 0.0004
C -0.835 -0.704 3.860 0.0001
C 0.312 -0.407 4.566 0.0003
C 1.479 -0.196 3.864 0.0001
C 1.488 -0.280 2.483 0.0034
C 2.793 -0.110 1.758 0.0051
C 2.819 0.895 0.601 0.0109
O 2.024 0.342 -0.450 0.2075
C 2.265 2.268 0.962 0.0063
C 2.213 2.746 2.265 0.0008
C 1.721 4.021 2.536 0.0004
C 1.289 4.834 1.499 -0.0004
C 1.360 4.372 0.189 -0.0002
C 1.846 3.102 -0.075 -0.0004
C 4.257 0.970 0.090 0.0001
C 4.751 -0.087 -0.674 0.0001
C 6.065 -0.088 -1.114 0.0001
C 6.906 0.970 -0.792 -0.0002
C 6.421 2.026 -0.037 0.0000
C 5.101 2.028 0.401 -0.0002
N 0.352 -0.555 1.800 0.0030
C -3.390 -2.386 0.063 0.0009
C -3.447 -3.358 -0.934 0.0000
C -4.647 -3.681 -1.541 0.0001
C -5.817 -3.035 -1.155 0.0001
C -5.770 -2.062 -0.171 0.0000
C -4.558 -1.736 0.435 0.0004
C -1.384 -3.351 1.221 0.0081
C -2.133 -4.138 2.095 0.0012
C -1.580 -5.260 2.691 0.0008
C -0.269 -5.624 2.412 0.0003
C 0.479 -4.860 1.531 0.0015
C -0.078 -3.729 0.941 0.0130
H -2.816 -1.377 2.508 0.0000
H -2.478 -0.103 1.337 -0.0005
H -1.767 -0.900 4.370 0.0000
H 0.297 -0.346 5.646 0.0000
H 2.404 0.027 4.376 0.0000
H 3.086 -1.068 1.320 0.0009
H 3.559 0.151 2.486 -0.0001
H 2.562 2.138 3.090 0.0000
H 1.690 4.380 3.558 0.0001
H 0.914 5.827 1.708 0.0000
H 1.042 5.008 -0.630 0.0000
H 1.913 2.747 -1.097 0.0000
H 4.094 -0.906 -0.942 -0.0001
H 6.435 -0.913 -1.711 0.0000
H 7.934 0.971 -1.131 0.0000
H 7.067 2.860 0.207 0.0000
H 4.735 2.869 0.979 0.0000
H -2.536 -3.867 -1.233 0.0000
H -4.674 -4.440 -2.312 0.0000
H -6.760 -3.292 -1.620 0.0000
H -6.675 -1.550 0.133 0.0000
H -4.556 -0.963 1.194 0.0000
H -3.167 -3.877 2.300 0.0000
H -2.180 -5.862 3.363 0.0001
H 0.162 -6.503 2.871 0.0001
H 1.495 -5.147 1.291 0.0001
H 0.516 -3.165 0.234 0.0160
O -3.348 4.780 -3.482 0.5764
N -2.833 3.945 -4.201 0.2943
O -2.933 3.998 -5.408 0.7285
C -2.099 2.889 -3.670 -0.0389
C -1.512 1.944 -4.616 0.2230
C -0.757 0.886 -4.177 0.0174
C -0.153 -0.072 -5.057 0.0652
C 0.589 -1.105 -4.543 -0.0091
C 0.743 -1.219 -3.165 0.0876
N 0.174 -0.319 -2.317 -0.0153
C -0.544 0.705 -2.787 0.0633
C -1.108 1.655 -1.837 -0.0084
N -0.823 1.456 -0.548 0.1478
C -1.286 2.279 0.400 -0.0032
C -2.107 3.345 0.076 0.0240
C -2.427 3.579 -1.247 -0.0065
C -1.905 2.743 -2.265 0.0118
H -1.678 2.095 -5.671 0.0176
H -0.292 0.039 -6.125 0.0024
H 1.058 -1.838 -5.185 -0.0021
H 1.309 -2.023 -2.718 0.0084
H -0.966 2.083 1.419 0.0008
H -2.483 3.991 0.856 0.0023
H -3.066 4.399 -1.522 0.0042

***

Record 3
92
Properties=species:S:1:pos:R:3:lowdin_spin:R:1 method="wB97M-V/def2-TZVPD" total_charge=0 spin_multiplicity=2 s2=0.785 homo_ev="-6.1 / -6.1" relative_energy_kj_mol=578.3 gap_ev="3.462 / 3.595"
Ru -1.522 0.552 1.428 0.8279
C 1.177 -2.112 2.633 0.0032
P -0.217 -3.237 2.014 0.0014
C -1.471 -2.063 1.363 0.0019
C -2.343 -1.519 2.341 0.0095
C -3.512 -0.850 1.961 0.0006
C -3.760 -0.612 0.604 0.0447
C -2.914 -1.163 -0.368 0.0049
C -1.787 -1.891 0.008 0.0053
C 0.359 -3.936 0.428 0.0001
C -0.056 -5.235 0.146 -0.0002
C 0.227 -5.803 -1.083 0.0000
C 0.901 -5.065 -2.043 -0.0002
C 1.328 -3.778 -1.762 -0.0001
C 1.075 -3.220 -0.522 -0.0002
C 1.547 -0.780 2.097 0.0180
C 2.878 -0.308 2.031 0.0032
C 2.807 1.036 1.723 0.0165
C 1.430 1.347 1.601 0.0090
C 0.776 2.646 1.277 -0.0016
P -0.570 2.268 0.045 -0.0195
C 0.165 2.667 -1.581 -0.0042
C 0.867 3.851 -1.764 -0.0010
C 1.417 4.142 -2.998 -0.0004
C 1.259 3.261 -4.056 0.0001
C 0.514 2.106 -3.889 0.0000
C -0.028 1.805 -2.653 0.0000
C -1.808 3.599 0.064 -0.0013
C -1.678 4.864 0.614 -0.0004
C -2.717 5.772 0.482 -0.0001
C -3.875 5.423 -0.192 -0.0003
C -4.017 4.150 -0.724 0.0000
C -2.986 3.245 -0.594 -0.0008
N 0.697 0.241 1.845 -0.0189
H 2.064 -2.756 2.625 0.0000
H 0.889 -1.958 3.685 0.0013
H -2.162 -1.766 3.383 0.0004
H -4.243 -0.557 2.709 -0.0003
H -4.654 -0.076 0.315 0.0022
H -3.161 -1.055 -1.414 -0.0003
H -1.175 -2.352 -0.751 -0.0001
H -0.624 -5.783 0.885 0.0000
H -0.084 -6.815 -1.299 0.0000
H 1.083 -5.492 -3.018 0.0000
H 1.845 -3.191 -2.505 0.0000
H 1.410 -2.220 -0.300 0.0001
H 3.759 -0.894 2.206 -0.0004
H 3.616 1.728 1.594 0.0005
H 1.504 3.380 0.930 -0.0005
H 0.250 3.011 2.172 0.0005
H 0.967 4.551 -0.947 0.0000
H 1.976 5.055 -3.137 -0.0001
H 1.707 3.479 -5.014 0.0000
H 0.371 1.425 -4.715 0.0000
H -0.595 0.898 -2.494 -0.0001
H -0.785 5.136 1.158 0.0000
H -2.623 6.762 0.906 0.0000
H -4.677 6.140 -0.293 0.0000
H -4.930 3.871 -1.231 0.0000
H -3.081 2.237 -0.988 -0.0004
Br -1.774 -0.201 5.772 -0.0004
C -3.291 0.935 5.737 0.0004
C -4.202 0.833 6.776 0.0000
C -5.317 1.650 6.787 0.0003
C -5.526 2.563 5.765 0.0000
C -4.633 2.633 4.712 0.0010
C -3.506 1.818 4.685 0.0001
C -2.625 1.830 3.471 0.0039
O -1.413 1.554 3.598 0.0097
O -3.165 2.066 2.363 0.0700
H -4.044 0.116 7.565 0.0000
H -6.029 1.565 7.594 0.0000
H -6.398 3.200 5.780 0.0000
H -4.789 3.309 3.883 0.0004
S 5.827 0.112 -5.112 0.0000
C 4.710 -0.219 -3.947 0.0000
S 3.940 1.036 -2.989 0.0004
C 3.038 -0.244 -2.122 0.0022
N 3.341 -1.421 -2.552 -0.0003
N 4.246 -1.429 -3.544 -0.0001
C 4.682 -2.700 -3.975 0.0000
C 5.164 -2.936 -5.257 0.0000
C 5.600 -4.205 -5.595 0.0000
C 5.534 -5.242 -4.679 0.0000
C 5.021 -5.013 -3.412 0.0000
C 4.601 -3.747 -3.056 0.0000
S 1.942 0.087 -0.906 0.0127
H 5.198 -2.145 -5.987 0.0000
H 6.003 -4.377 -6.582 0.0000
H 5.884 -6.226 -4.950 0.0000
H 4.960 -5.818 -2.694 0.0000
H 4.213 -3.549 -2.070 0.0000

***

Record 4
93
Properties=species:S:1:pos:R:3:mulliken_charge:R:1 method="wB97M-V/def2-TZVPD" total_charge=0 smiles="CCCCOc1c(F)c(OCCC)c([C@@H](C)F)c2c1C(=O)NC2=O.O=C1c2ccccc2C(=O)c2ccccc21.O=C1c2ccccc2C(=O)c2ccccc21" homo_ev=-9.6 gap_ev=8.511
C 0.988 -0.853 5.978 -1.1309
C 0.827 0.644 5.725 -0.2883
C 2.068 1.278 5.082 -0.5658
C 1.777 2.617 4.444 -0.7006
O 0.868 2.474 3.333 -0.5296
C 1.393 2.733 2.119 -0.1746
C 1.818 1.697 1.302 0.7381
F 1.734 0.447 1.764 -0.4166
C 2.357 1.911 0.019 0.6244
O 2.797 0.850 -0.702 -0.5939
C 1.795 -0.101 -1.102 -0.5910
C 1.014 0.346 -2.327 -0.3230
C 1.860 0.458 -3.595 -0.8852
C 2.502 3.211 -0.477 0.1749
C 3.151 3.430 -1.822 -0.1471
C 2.246 4.057 -2.866 -1.5289
F 4.290 4.221 -1.658 -0.3728
C 2.044 4.246 0.342 0.8011
C 1.498 4.019 1.602 0.4165
C 1.127 5.312 2.220 0.0830
O 0.804 5.524 3.352 -0.5134
N 1.285 6.344 1.212 -0.3701
C 2.038 5.731 0.125 -0.0596
O 2.581 6.378 -0.714 -0.4929
H 1.677 -1.049 6.800 0.3235
H 1.377 -1.334 5.077 0.3472
H 0.025 -1.307 6.211 0.2095
H -0.035 0.824 5.080 0.2952
H 0.653 1.165 6.671 0.2701
H 2.525 0.593 4.363 0.2561
H 2.815 1.459 5.863 0.3834
H 1.310 3.305 5.151 0.4012
H 2.702 3.089 4.102 0.4178
H 1.115 -0.320 -0.278 0.2714
H 2.342 -1.019 -1.321 0.4219
H 0.507 1.286 -2.088 0.1826
H 0.227 -0.401 -2.467 0.4652
H 2.657 -0.287 -3.601 0.3116
H 2.295 1.450 -3.711 0.0100
H 1.239 0.295 -4.477 0.3513
H 3.503 2.463 -2.182 0.4605
H 2.131 5.124 -2.693 0.4475
H 2.705 3.936 -3.850 0.3712
H 1.277 3.556 -2.897 0.3362
H 0.346 6.526 0.856 0.3247
O 3.188 -3.585 -11.579 -0.6593
C 2.771 -2.915 -10.659 0.5410
C 3.116 -1.470 -10.539 0.2392
C 3.912 -0.884 -11.516 -0.6009
C 4.222 0.463 -11.438 -0.4684
C 3.739 1.231 -10.384 -0.4994
C 2.955 0.651 -9.402 -0.5544
C 2.644 -0.702 -9.473 0.2218
C 1.812 -1.309 -8.396 0.5371
O 1.443 -0.653 -7.445 -0.6768
C 1.448 -2.749 -8.527 0.2203
C 0.645 -3.332 -7.555 -0.5463
C 0.275 -4.661 -7.670 -0.5168
C 0.706 -5.414 -8.757 -0.4714
C 1.514 -4.841 -9.724 -0.5908
C 1.890 -3.508 -9.612 0.2644
H 4.278 -1.492 -12.331 0.4773
H 4.839 0.918 -12.201 0.4002
H 3.976 2.286 -10.331 0.4044
H 2.578 1.236 -8.575 0.4949
H 0.314 -2.735 -6.717 0.5055
H -0.352 -5.114 -6.913 0.4035
H 0.411 -6.451 -8.848 0.3954
H 1.859 -5.416 -10.572 0.4786
O -2.902 -1.685 7.177 -0.6889
C -4.085 -1.792 7.422 0.5987
C -4.620 -1.489 8.780 0.1833
C -3.743 -1.056 9.768 -0.5510
C -4.224 -0.743 11.028 -0.5235
C -5.581 -0.861 11.308 -0.4665
C -6.456 -1.304 10.331 -0.6130
C -5.980 -1.623 9.066 0.2835
C -6.939 -2.112 8.034 0.5375
O -8.111 -2.274 8.295 -0.6645
C -6.407 -2.392 6.669 0.2721
C -7.285 -2.815 5.679 -0.6042
C -6.816 -3.058 4.399 -0.4596
C -5.469 -2.879 4.102 -0.5367
C -4.589 -2.466 5.087 -0.5405
C -5.053 -2.224 6.374 0.1976
H -2.691 -0.965 9.536 0.4995
H -3.540 -0.403 11.795 0.4032
H -5.954 -0.608 12.291 0.3973
H -7.513 -1.405 10.537 0.4729
H -8.330 -2.948 5.922 0.4751
H -7.501 -3.386 3.628 0.3957
H -5.107 -3.063 3.099 0.3985
H -3.539 -2.326 4.870 0.5222

***

Record 5
96
Properties=species:S:1:pos:R:3:lowdin_spin:R:1 method="wB97M-V/def2-TZVPD" total_charge=-2 spin_multiplicity=2 s2=0.758 homo_ev="-2.0 / -2.1" gap_ev="5.695 / 5.794"
Ti -0.456 0.176 -0.012 0.9074
Se 3.689 -0.148 5.912 -0.0001
P 1.596 -0.015 5.607 0.0016
C 0.991 1.558 6.297 0.0004
C 0.247 1.755 7.452 0.0003
C -0.018 3.044 7.907 0.0000
C 0.458 4.142 7.215 0.0002
C 1.199 3.951 6.055 0.0000
C 1.464 2.670 5.603 0.0003
C 0.814 -1.529 6.255 0.0004
C 1.162 -2.668 5.531 0.0002
C 0.755 -3.923 5.947 0.0001
C -0.003 -4.064 7.103 0.0001
C -0.356 -2.940 7.826 0.0001
C 0.052 -1.676 7.406 0.0002
C 0.988 0.019 3.921 0.0091
C 1.479 0.096 2.611 0.0136
N 0.366 0.004 1.823 -0.0012
N -0.707 -0.123 2.612 0.0234
N -0.353 -0.113 3.861 0.0044
P 3.172 0.090 1.943 0.0019
Se 3.335 0.100 -0.154 0.0009
C 3.825 -1.499 2.561 0.0004
C 5.129 -1.722 2.993 0.0000
C 5.549 -3.002 3.321 0.0000
C 4.675 -4.076 3.211 0.0000
C 3.380 -3.864 2.757 0.0001
C 2.956 -2.582 2.430 0.0005
C 3.949 1.609 2.589 0.0002
C 5.219 1.726 3.143 0.0000
C 5.752 2.979 3.410 0.0000
C 5.030 4.128 3.117 0.0000
C 3.762 4.019 2.560 0.0000
C 3.226 2.765 2.297 0.0005
H -0.139 0.922 8.014 0.0000
H -0.601 3.182 8.811 0.0000
H 0.255 5.143 7.576 0.0000
H 1.577 4.800 5.498 0.0000
H 2.053 2.530 4.705 0.0000
H 1.765 -2.569 4.636 0.0000
H 1.037 -4.793 5.365 0.0000
H -0.316 -5.046 7.437 0.0000
H -0.952 -3.037 8.726 0.0000
H -0.244 -0.822 7.990 0.0000
H 5.823 -0.902 3.086 0.0000
H 6.566 -3.161 3.664 0.0000
H 5.005 -5.075 3.472 0.0000
H 2.689 -4.692 2.642 0.0001
H 1.949 -2.436 2.057 0.0003
H 5.793 0.852 3.401 0.0000
H 6.741 3.055 3.849 0.0000
H 5.459 5.105 3.312 0.0000
H 3.191 4.904 2.303 0.0000
H 2.252 2.694 1.824 0.0001
S -0.036 0.229 -2.403 0.0017
C 0.451 1.876 -2.733 0.0047
C 0.686 2.211 -4.119 0.0001
N 0.858 2.461 -5.232 0.0008
C 0.610 2.824 -1.777 0.0028
S 0.382 2.533 -0.083 -0.0031
C 0.995 4.170 -2.148 -0.0003
N 1.287 5.253 -2.416 0.0004
C -3.960 -3.963 -0.363 0.0000
N -3.578 -2.573 -0.213 0.0011
C -3.297 -1.983 -1.509 0.0031
C -2.528 -2.374 0.801 0.0015
C -1.137 -2.823 0.385 0.0127
C -0.851 -4.185 0.526 -0.0025
C 0.311 -4.740 0.002 0.0188
C 1.181 -3.914 -0.693 -0.0021
C 0.923 -2.548 -0.784 0.0145
C -0.207 -1.928 -0.217 -0.0092
H -4.860 -4.018 -0.984 0.0000
H -4.194 -4.394 0.615 0.0000
H -3.183 -4.585 -0.840 -0.0001
H -4.212 -2.007 -2.110 0.0002
H -2.503 -2.506 -2.061 -0.0001
H -3.000 -0.945 -1.401 0.0025
H -2.858 -2.935 1.678 0.0002
H -2.522 -1.325 1.082 0.0002
H -1.559 -4.822 1.050 -0.0007
H 0.520 -5.801 0.121 0.0015
H 2.077 -4.326 -1.148 -0.0007
H 1.634 -1.942 -1.322 0.0008
S -2.579 1.417 0.176 -0.0103
C -4.160 0.629 0.287 -0.0006
C -4.618 0.050 1.475 -0.0011
C -5.873 -0.541 1.546 0.0002
C -6.709 -0.558 0.436 -0.0012
C -6.277 0.040 -0.744 0.0001
C -5.019 0.630 -0.816 -0.0013
H -3.971 0.070 2.345 -0.0001
H -6.198 -1.001 2.474 0.0001
H -7.686 -1.028 0.488 -0.0001
H -6.919 0.038 -1.619 0.0000
H -4.680 1.099 -1.733 0.0000